{
  "formula": "C18H5BrCl44F3N2O",
  "method": "the ωB97M-V functional and the def2-TZVPD basis",
  "symbols": ["Br", "Cl", "Cl", "Cl", "Cl", "Cl", "Cl", "Cl", "Cl", "Cl", "Cl", "Cl", "Cl", "Cl", "Cl", "Cl", "Cl", "Cl", "Cl", "Cl", "Cl", "Cl", "Cl", "Cl", "Cl", "Cl", "Cl", "Cl", "Cl", "Cl", "Cl", "Cl", "Cl", "Cl", "Cl", "Cl", "Cl", "Cl", "Cl", "Cl", "Cl", "Cl", "Cl", "Cl", "Cl", "F", "F", "F", "O", "N", "N", "C", "C", "C", "C", "C", "C", "C", "C", "C", "C", "C", "C", "C", "C", "C", "C", "C", "C", "H", "H", "H", "H", "H"],
  "coordinates": [[4.11099, -3.66869, 2.33149], [-0.58144, -6.43663, 5.74743], [-5.82067, 5.43678, 2.91610], [3.32610, 2.74733, 2.73532], [-8.90468, 0.98774, -1.09866], [7.41015, 5.92034, -1.84141], [-4.18083, 6.29037, -4.22070], [8.46518, 3.48550, -3.01425], [-7.35854, -1.14669, 2.10728], [-4.64263, 3.47652, -4.75001], [-6.33450, 5.48290, -5.98802], [8.61704, 3.18658, 4.15705], [5.66618, 2.99557, 1.02609], [-7.07926, -1.04631, -2.07436], [-4.80308, -7.38978, -2.23249], [10.86258, -1.24050, -4.53639], [-3.23255, -6.31117, 4.57693], [9.07600, 0.31474, -2.86234], [6.37712, 3.49678, 5.97450], [4.41804, 0.40031, 1.41991], [-6.53196, 4.98195, -3.13748], [3.06562, 2.44235, -0.13577], [1.35249, 5.68266, -2.08102], [-4.99213, -2.45526, 1.05292], [-1.91664, -3.87899, 5.45261], [-8.15361, 4.11837, 4.02667], [10.26497, 5.40858, -1.79975], [-3.45657, -5.56416, -4.03824], [-4.75061, 0.12539, 2.36618], [-2.91637, -5.44517, -1.18630], [-6.63488, 1.74348, -2.74049], [-6.21486, 0.82154, -0.02617], [-0.94910, -5.28706, 3.10615], [-5.38616, -2.23888, 3.92269], [7.86515, 1.00686, 5.91810], [-1.14748, 5.23084, -3.48377], [-7.99370, 4.62341, 1.17448], [8.48541, 3.83434, -0.13549], [9.15519, 0.78185, -5.72327], [0.49552, 7.52593, -4.15095], [6.15529, 1.72729, 3.68695], [-0.91120, 7.43694, -1.61605], [-5.48595, -4.57113, -2.21942], [-6.28337, 2.62089, 2.39073], [7.99717, -1.66768, -4.68558], [-0.01896, 0.08672, -0.47788], [1.50806, -1.23162, -1.46893], [1.74470, -0.68044, 0.77784], [2.51766, -5.80543, 1.52741], [0.00416, -2.21766, 0.11516], [-1.29481, -1.94654, 0.27654], [7.25378, 2.35413, 4.93458], [-7.06306, 4.20082, 2.62762], [-0.28107, -4.82998, 0.58898], [-0.05254, 6.46924, -2.83310], [-5.42313, 5.05889, -4.52420], [-1.67058, -5.47928, 4.72452], [4.12068, 2.14703, 1.26342], [-5.62518, -1.42636, 2.36283], [-7.20914, 0.62692, -1.48558], [-1.85853, -4.53502, 0.76331], [-2.13074, -3.01536, 0.54997], [-4.16850, -5.74398, -2.42283], [2.73716, -4.62305, 1.23029], [9.27315, -0.45309, -4.45171], [2.06198, -3.80380, 0.03518], [0.83503, -1.01701, -0.23201], [0.48465, -3.53759, 0.26404], [8.65674, 4.66277, -1.69846], [-2.61573, -5.34013, 0.99951], [0.16873, -5.87478, 0.66516], [2.68133, -2.87205, -0.13167], [-3.25945, -2.72467, 0.63769], [2.12014, -4.43471, -0.92890]],
  "mulliken_charge": [-0.13, -0.08, -0.10, -0.04, -0.10, -0.09, -0.05, -0.03, -0.01, -0.13, -0.08, -0.09, 0.08, -0.08, -0.08, -0.09, -0.09, -0.06, -0.10, -0.05, -0.06, -0.10, -0.06, 0.02, -0.08, -0.10, -0.09, -0.08, -0.10, 0.01, 0.03, 0.05, 0.00, -0.06, -0.10, -0.04, -0.08, -0.07, -0.10, -0.09, 0.01, -0.09, -0.04, 0.04, -0.10, -0.21, -0.22, -0.11, -0.48, 0.95, -0.97, 0.28, 0.23, -0.80, 0.28, 0.32, 0.31, 0.12, 0.20, 0.11, -0.88, 0.13, 0.28, 0.50, 0.35, -0.73, 0.52, 1.02, 0.29, 0.84, 0.50, 0.36, 0.17, 0.34],
  "homo_lumo_gap_ev": 6.77,
  "homo_energy_ev": -12.36,
  "charge": 1,
  "e_tot_ha": -23995.06692,
  "lumo_energy_ev": -5.590
}